Below is the molecule C11H8O2 at a distorted geometry, with properties calculated with wB97M-V/def2-TZVPD.

```
21
Properties=species:S:1:pos:R:3
C 0.523 0.990 -0.594
C 1.087 -0.068 -1.459
C -1.256 -1.077 2.570
C -0.840 0.078 1.917
C -0.369 -2.482 0.801
H -0.954 0.371 -2.362
C -0.202 -0.111 0.727
C 0.057 -1.338 0.140
H 2.121 2.507 -0.786
H 2.066 -0.048 -1.921
H -1.764 -0.999 3.518
C 1.044 2.373 -0.881
H -1.015 1.061 2.324
C -0.047 0.819 -1.993
H 0.527 3.178 -0.363
H -0.184 -3.458 0.381
C 0.473 2.178 -2.298
C -1.022 -2.328 2.015
O 0.741 -1.355 -1.043
O 0.373 2.916 -3.234
H -1.357 -3.210 2.541
```

Values from the calculation:
- SMILES: O=C1C[C@]23c4ccccc4O[C@H]2[C@H]13
- E: -574.33517 hartree
- Energy relative to the best compared isomer or geometry (same formula, charge and spin): 3.4691 eV
- 2S+1: 1
- Orbital gap: 9.63 eV

=====

Below is a structure of composition C2H4FI at a distorted geometry, with properties calculated with wB97M-V/def2-TZVPD.

```
8
Properties=species:S:1:pos:R:3
H 0.392 0.275 1.703
I 2.414 -0.425 0.037
C 0.447 0.418 0.322
F 0.399 1.662 -0.059
H -0.720 -0.006 -1.430
H -1.553 -0.204 0.120
C -0.648 -0.307 -0.459
H -0.731 -1.413 -0.234
```

Values from the calculation:
- E: -476.09776 hartree
- Energy relative to the best compared isomer or geometry (same formula, charge and spin): 1.1004 eV
- 2S+1: 1
- Orbital gap: 9.95 eV

=====

Below is the molecule C16H21BrN2O3S at a distorted geometry, with properties calculated with wB97M-V/def2-TZVPD.

```
44
Properties=species:S:1:pos:R:3
C -3.138 2.082 0.047
H -1.428 -3.097 -0.863
C -0.741 2.013 -0.222
Br -4.804 -0.216 -0.148
C -0.326 -4.238 0.588
H 2.688 -1.501 0.163
C -3.152 0.711 -0.204
H 1.813 -2.326 2.481
O 1.735 0.629 -1.422
O -0.028 -0.479 -2.710
C -2.003 0.023 -0.542
C 1.647 -1.524 0.517
H 1.590 -3.397 -1.257
C -1.924 2.725 0.019
H -1.700 4.461 1.252
H -0.663 -2.321 1.529
H 3.195 2.759 -0.721
H -0.654 -4.539 -1.513
C 1.531 2.436 0.473
C -1.582 4.175 0.204
C -0.778 0.672 -0.557
C 0.019 -3.167 1.624
C 2.755 3.241 0.151
H 2.097 -3.519 1.222
N 0.734 -1.600 -0.602
C 1.464 -2.677 1.509
C 0.646 -2.847 -1.331
C -0.519 -3.700 -0.827
H 3.463 3.180 0.973
H 0.490 4.877 0.409
H -0.122 -3.600 2.617
N 0.367 2.847 -0.157
H -0.022 4.580 -1.269
H 2.538 4.275 -0.093
H 0.466 -4.991 0.584
O 1.532 1.478 1.211
S 0.548 -0.182 -1.428
H 0.474 -2.590 -2.379
H -1.249 -4.739 0.890
H -2.037 -1.016 -0.830
H -2.210 4.828 -0.400
H 1.446 -0.570 1.004
C -0.103 4.228 -0.235
H -4.056 2.614 0.245
```

Values from the calculation:
- SMILES: CC(=O)N1CCc2cc(Br)cc(S(=O)(=O)N3CCCCCC3)c21
- E: -3929.72450 hartree
- 2S+1: 1
- Orbital gap: 8.96 eV

=====

Below is a structure of composition C25H60F3MgO15S at a distorted geometry, with properties calculated with wB97M-V/def2-TZVPD.

```
105
Properties=species:S:1:pos:R:3
H -1.347 0.727 2.913
F 2.158 -2.809 -3.095
Mg 3.578 0.301 0.661
H -1.605 0.978 -6.512
C 1.265 -1.920 -2.666
H -2.312 3.479 -0.251
H -2.794 -0.303 3.179
H 6.278 0.886 3.394
O 4.568 0.926 -0.884
H -1.660 3.772 2.295
C -5.053 2.354 0.855
C 1.438 -0.725 2.644
H 3.464 1.694 -2.414
H 4.881 2.996 -0.500
H -5.615 2.330 -0.078
O -2.420 1.196 -4.648
H 3.823 -0.071 -2.470
O 2.743 -0.940 -0.508
F 1.626 -0.752 -3.384
C -1.694 1.697 -5.698
H -0.853 1.805 -1.652
H -1.974 -0.713 -2.011
H -1.334 2.326 0.682
C 3.551 -1.725 2.755
C 4.879 -2.040 2.079
H 0.938 -1.639 2.322
O -3.921 -0.693 -3.055
H -5.030 0.230 -1.527
H -4.594 0.321 1.104
H 1.520 -0.672 3.729
H -1.017 -4.428 0.212
H -4.509 -5.383 -0.768
C -1.917 0.026 -3.988
H -2.179 2.558 -6.159
H -1.905 -0.254 1.596
F -0.021 -2.351 -2.951
H -4.136 -1.176 -1.148
H -4.863 5.636 1.426
O 1.166 -2.804 -0.019
H 1.573 5.348 2.958
O -3.068 -4.124 0.178
C -0.617 2.846 -1.872
H 6.490 -0.877 -0.505
H 5.638 -2.432 -0.635
C -1.826 -6.638 1.776
C -1.873 -4.746 -0.383
H 6.905 1.253 0.789
H -1.735 -4.283 -1.360
C -1.360 3.330 0.259
C 4.181 0.912 -2.162
C -2.654 -0.190 -2.683
H -4.991 -3.787 -0.114
H 0.296 2.727 -2.456
C -1.106 4.245 1.484
H 5.448 2.480 3.417
H -0.978 -6.737 -0.624
O -0.377 3.561 -0.699
C 6.016 -1.681 0.059
H 6.841 -2.145 0.600
H -2.758 0.818 -2.280
C -5.443 4.724 1.285
H -4.080 -3.846 -1.578
H -0.716 1.976 -5.307
H -2.217 -5.690 2.146
C -1.962 -6.284 -0.508
C 5.440 2.061 -0.555
H 6.192 2.263 -1.318
H -0.873 0.120 -3.690
H -5.685 -1.260 -2.114
H 6.303 2.834 1.262
H -1.491 5.246 1.286
H 5.035 1.084 -2.816
H -6.211 4.947 0.543
O 0.267 4.482 1.706
H 0.271 4.608 3.834
O 4.985 1.237 1.663
H -1.459 3.092 -2.519
H 4.584 0.941 3.598
C -4.203 -4.347 -0.618
H -5.721 2.208 1.703
H -0.085 6.047 2.934
O 0.316 -0.558 -0.372
O -4.506 3.653 1.022
H -2.128 -7.284 2.600
H 3.007 -2.634 2.498
O 4.909 -1.280 0.838
H -5.997 4.572 2.211
H -0.747 -6.557 1.647
O -3.141 1.409 2.154
H 5.667 -1.605 2.694
O -2.521 -6.972 0.605
C 6.012 1.877 0.828
H 0.799 0.095 2.317
H -2.421 -6.623 -1.437
S 1.372 -1.542 -0.762
H 3.622 -1.617 3.837
C -4.744 -0.738 -1.939
C -3.999 1.225 0.978
H 5.193 -3.080 1.983
H -3.259 1.133 0.183
C -2.248 0.311 2.463
C 5.398 1.446 3.077
H -2.005 -0.858 -4.620
O 2.814 -0.669 2.146
C 0.506 5.132 2.907
```

Values from the calculation:
- E: -3014.17117 hartree
- Energy relative to the best compared isomer or geometry (same formula, charge and spin): 0.0000 eV
- 2S+1: 2
- Orbital gap (spin up / spin down): 8.29 / 2.31 eV
- Charge: +2

=====

Below is a structure of composition C19H28BF4O2Re at a distorted geometry, with properties calculated with wB97M-V/def2-TZVPD.

```
55
Properties=species:S:1:pos:R:3
C 1.443 0.090 -0.884
C -4.354 -0.923 0.931
H -3.613 0.807 3.749
H 4.909 2.656 -5.287
H 0.845 -1.117 2.126
H -0.758 -2.356 -1.380
H -1.891 -3.904 4.048
H 0.483 -0.757 -2.612
O 2.991 2.083 -3.099
O -0.516 -0.879 0.044
H 0.574 -2.626 -0.224
H -1.886 1.242 1.685
H -0.483 1.073 -0.673
H 2.222 -0.215 -0.173
F -3.484 -3.322 2.140
H -0.839 0.341 3.606
H 2.064 4.575 -3.904
C 4.225 4.051 -2.261
C -0.377 -2.868 2.746
C -2.705 0.537 1.693
H 4.865 4.885 -2.585
C 3.979 1.271 -3.813
H 0.123 -3.690 2.237
C -4.649 -0.585 2.299
H -2.724 -0.232 -0.427
C 2.946 4.174 -4.418
H 4.801 3.401 -1.590
F -4.504 -2.839 4.446
H 3.522 0.758 -4.671
C 0.060 -1.866 -0.835
Re -2.680 -1.452 2.265
C -0.957 -0.723 3.408
F -5.797 -3.900 2.844
C -1.454 -2.987 3.674
H 4.476 0.563 -3.136
B -4.652 -3.877 3.559
H 0.340 0.816 0.875
H 2.630 3.619 -5.311
H 1.868 -1.738 -2.080
C -1.776 -1.659 4.176
H 1.810 0.932 -1.472
C 4.851 2.471 -4.208
H -2.402 -1.430 5.031
H -4.900 -1.605 0.290
F -3.983 -5.017 3.846
H 3.571 5.022 -4.734
C 0.169 0.382 -0.118
C 1.035 -1.125 -1.739
H 3.367 4.472 -1.721
C 3.733 3.281 -3.473
C -0.024 -1.513 2.641
C -3.634 0.322 2.776
H -5.526 -0.897 2.846
H 5.828 2.503 -3.710
C -3.162 -0.225 0.555
```

Values from the calculation:
- E: -1393.64826 hartree
- Energy relative to the best compared isomer or geometry (same formula, charge and spin): 0.1515 eV
- 2S+1: 4
- Orbital gap (spin up / spin down): 6.86 / 5.75 eV
- Charge: +1

=====

Below is a structure of composition C5H6LiLuO4 at a distorted geometry, with properties calculated with wB97M-V/def2-TZVPD.

```
17
Properties=species:S:1:pos:R:3
Lu 1.269 -2.021 -2.536
H -0.702 1.480 1.539
H -1.671 1.806 -0.780
O -0.313 -1.264 -0.944
Li 0.750 -0.120 2.362
C 1.269 1.366 0.773
C 0.430 -2.015 0.266
H -1.827 -0.570 0.213
O 1.908 1.280 1.908
O 0.156 -1.716 1.409
C -1.339 -0.296 -0.735
C -0.084 1.403 0.631
C -0.806 1.134 -0.654
H 1.878 1.352 -0.155
H -0.143 1.310 -1.517
O 1.305 -2.728 -0.241
H -2.081 -0.402 -1.539
```

Values from the calculation:
- E: -1737.87153 hartree
- Energy relative to the best compared isomer or geometry (same formula, charge and spin): 0.0000 eV
- 2S+1: 2
- Orbital gap (spin up / spin down): 7.10 / 3.36 eV
- Charge: +1

=====

Below is a cluster of 5 separate species, C15H37ClFN4O5 in total at a distorted geometry, with properties calculated with wB97M-V/def2-TZVPD.

```
63
Properties=species:S:1:pos:R:3
C -3.658 3.487 0.525
H -2.923 3.087 -1.467
N 3.779 0.094 2.297
O 2.379 1.460 -4.569
H 1.351 -4.917 -1.770
C -0.384 -0.674 0.993
H 4.149 3.456 -4.544
C 0.189 -2.116 0.653
H 2.947 -0.607 4.125
O -2.489 2.997 1.178
H 3.460 4.304 -3.143
C 3.570 3.330 -3.627
F 0.149 2.339 0.216
H -1.733 3.227 0.629
C 2.215 2.720 -3.934
C 3.034 0.915 1.566
H 1.127 -2.025 0.009
H -0.431 -0.103 0.001
H 2.549 3.426 -0.550
C 0.518 0.129 2.076
C 4.611 -2.790 2.300
H -0.587 -2.623 -0.021
C 3.368 -1.045 3.152
H 0.713 -5.484 -0.233
C 2.524 2.553 0.169
C 2.550 -6.446 -0.833
H 5.685 -3.098 2.083
H -6.754 0.506 -0.905
H -8.515 0.473 0.882
H 1.648 3.366 -4.606
N 1.628 0.887 1.485
O -6.803 2.533 -1.152
H -4.690 3.222 -1.353
H 0.561 -6.507 -1.679
O 3.389 -5.517 -0.151
H 2.421 -7.331 -0.203
H -6.982 3.318 -0.619
H 1.631 2.579 -3.015
C 1.213 -5.807 -1.151
H 4.197 -2.316 1.339
O 4.533 -1.855 3.430
H -8.600 2.247 0.817
H 4.150 2.674 -2.971
H -4.519 3.239 1.147
N 1.352 1.916 0.634
H -1.440 -0.683 1.430
Cl 0.399 -3.212 2.100
C -8.377 1.346 0.239
H 2.873 0.891 -3.967
H 2.590 -1.724 2.688
H 4.797 0.277 2.263
C -3.797 2.859 -0.847
H 3.948 -3.708 2.483
H 3.058 -6.748 -1.750
H 0.755 -0.601 2.898
H -9.103 1.302 -0.576
C -6.965 1.397 -0.311
H -3.587 4.576 0.450
H -3.855 1.771 -0.767
H -0.210 0.893 2.533
H -6.232 1.452 0.502
H 2.937 -5.263 0.663
N 3.687 1.950 0.760
```

Values from the calculation:
- E: -1748.52507 hartree
- 2S+1: 1
- Orbital gap: 8.46 eV
- Charge: +1

=====

Below is a structure of composition C5H14N2O2Si at a distorted geometry, with properties calculated with wB97M-V/def2-TZVPD.

```
24
Properties=species:S:1:pos:R:3
H 0.442 2.513 -3.046
H 0.959 -2.860 2.864
C 0.999 1.882 -0.445
N -1.386 3.431 -1.430
H -0.128 -1.632 2.191
C -0.503 -3.630 1.462
H 2.228 1.191 -2.129
H 0.640 1.184 0.286
H -0.723 -2.747 3.415
H 3.124 2.034 -0.897
H -1.900 -2.498 0.727
H 0.160 -3.551 0.592
Si -0.270 2.148 -1.816
H -1.132 4.239 -1.983
H -1.246 3.702 -0.468
H -0.458 -4.656 1.826
N -2.183 -0.137 -0.028
C -0.067 -2.663 2.548
H 2.541 0.376 -0.632
C -1.652 0.235 -0.992
O -1.847 -3.400 1.059
O -1.087 0.652 -2.042
H 1.163 2.847 0.003
C 2.324 1.336 -1.065
```

Values from the calculation:
- E: -748.42636 hartree
- Energy relative to the best compared isomer or geometry (same formula, charge and spin): 0.0000 eV
- 2S+1: 1
- Orbital gap: 10.27 eV

=====

Repeat the second record exactly.
Below is a structure of composition C2H4FI at a distorted geometry, with properties calculated with wB97M-V/def2-TZVPD.

```
8
Properties=species:S:1:pos:R:3
H 0.392 0.275 1.703
I 2.414 -0.425 0.037
C 0.447 0.418 0.322
F 0.399 1.662 -0.059
H -0.720 -0.006 -1.430
H -1.553 -0.204 0.120
C -0.648 -0.307 -0.459
H -0.731 -1.413 -0.234
```

Values from the calculation:
- E: -476.09776 hartree
- Energy relative to the best compared isomer or geometry (same formula, charge and spin): 1.1004 eV
- 2S+1: 1
- Orbital gap: 9.95 eV

=====

Q: Which of these has the lowest E?
A: C16H21BrN2O3S